51
Properties=species:S:1:pos:R:3:forces:R:3 method="wB97M-V/def2-TZVPD" fmax_ev_per_a=0.55 charge=-1 e_tot_ev=-88910.214 relative_energy_ev=0.000 e_lumo_ev=2.672 homo_energy_ha=-0.108 homo_lumo_gap_ev=5.623 mol_weight_g_mol=457.02
Cu 0.32189 -0.63093 1.99888 -0.07 -0.17 0.45
C 4.56091 -0.75866 2.06710 -0.01 -0.03 -0.01
N 4.13347 0.61596 1.90632 0.04 -0.08 0.02
C 5.20847 1.47680 1.43828 0.06 0.02 0.02
C 2.90592 0.76684 1.21301 -0.23 0.32 0.05
N 2.34376 -0.07452 0.45067 0.06 0.00 -0.10
N 2.34897 2.02846 1.46384 0.08 -0.01 0.02
C 0.96306 2.30835 1.47015 0.24 -0.23 -0.02
N 0.76022 3.67550 1.70414 -0.09 0.07 -0.11
N 0.10150 1.39864 1.37672 -0.08 0.21 0.00
H 5.37045 -0.78753 2.79680 0.02 0.01 -0.01
H 4.93178 -1.20690 1.13165 0.01 0.00 0.00
H 3.73139 -1.35413 2.44664 -0.03 0.03 0.01
H 6.04975 1.40490 2.12897 -0.01 -0.01 0.00
H 4.89684 2.51852 1.40141 -0.06 0.00 -0.02
H 5.55862 1.19038 0.43551 0.01 -0.01 -0.01
H 2.91416 -0.90645 0.33925 -0.01 -0.01 0.06
H 2.81911 2.51505 2.21273 -0.01 -0.06 0.04
H 1.34074 4.25851 1.11768 0.00 0.02 0.01
H -0.21238 3.94123 1.63831 0.00 -0.06 0.01
H -0.86720 1.71381 1.37135 -0.03 -0.06 -0.15
N -2.77970 0.54654 -5.93035 0.01 -0.01 0.00
C -2.89571 0.53185 -4.52656 -0.01 -0.03 -0.05
C -3.73975 -0.37939 -3.89888 -0.03 -0.03 0.04
C -3.88142 -0.37550 -2.52083 -0.03 0.05 0.03
C -3.18742 0.54614 -1.74762 0.10 -0.03 -0.29
C -2.35472 1.46551 -2.37184 0.00 -0.07 0.05
C -2.20995 1.46009 -3.74939 0.05 0.07 0.03
S -3.33155 0.53256 0.01982 -0.13 -0.30 0.05
O -4.63690 -0.02166 0.29746 -0.08 0.10 0.07
O -3.07936 1.89921 0.43401 -0.04 0.19 0.08
N -2.12674 -0.31053 0.58859 -0.09 -0.18 -0.22
C -1.85028 -1.57824 0.26223 0.13 0.53 0.08
N -2.63528 -2.36454 -0.50509 -0.04 -0.01 -0.01
C -2.20853 -3.59346 -0.74045 0.06 -0.13 -0.01
C -1.01910 -4.11078 -0.24736 -0.12 0.15 -0.04
C -0.26580 -3.22670 0.51220 0.09 -0.07 0.05
N -0.64587 -1.99115 0.76349 0.09 -0.14 -0.04
H -2.94948 -0.35536 -6.34953 -0.01 0.01 0.00
H -1.90058 0.92158 -6.25339 0.00 0.01 0.02
H -4.29040 -1.10009 -4.49404 0.01 0.00 -0.02
H -4.52966 -1.08596 -2.02954 0.01 0.00 0.03
H -1.82161 2.18529 -1.76580 0.01 0.01 0.02
H -1.55867 2.18365 -4.22808 0.00 0.00 -0.01
H -2.85500 -4.20916 -1.36227 -0.02 0.01 0.00
H -0.69496 -5.12214 -0.43895 -0.02 -0.02 -0.03
H 0.68910 -3.52176 0.93907 -0.03 0.00 0.01
C 0.63072 -0.74745 3.99306 0.24 -0.02 -0.16
H 1.18268 -1.61878 4.37349 -0.02 -0.02 0.01
H -0.36705 -0.78987 4.45013 0.00 0.00 0.02
H 1.13159 0.13623 4.41701 -0.01 0.01 0.00